Record 1
The following is a DFT calculation (ωB97M-V with the def2-TZVPD basis set) of a molecular structure, C4H12O2S2Sn.

```
21
Properties=species:S:1:pos:R:3
Sn -3.71298 27.82150 -36.08884
C -4.91434 32.71770 -39.09163
S -6.23521 31.37991 -39.22899
O -6.42984 30.64643 -37.88905
C -7.79631 32.43806 -39.46914
H -4.32849 32.80888 -40.00627
H -4.24277 32.32524 -38.32805
H -5.39337 33.69375 -39.01459
H -7.91751 33.19268 -38.69198
H -8.70660 31.85113 -39.59166
H -7.60569 32.98770 -40.39091
C -8.90368 30.33487 -33.88683
S -8.34026 28.76271 -33.05818
O -7.37329 27.93622 -33.98922
C -7.36751 29.65141 -31.68724
H -9.44496 29.97119 -34.76025
H -8.06265 30.96817 -34.16914
H -9.61276 30.85784 -33.24511
H -6.61879 29.15467 -31.07018
H -8.09772 30.21361 -31.10516
H -6.77592 30.46499 -32.10700
```

The value obtained for the energy above the lowest of the compared OMol25 structures with the same formula, charge and spin is 5.3985 eV. The value obtained for the HOMO energy is -14.65 eV. Its HOMO-LUMO gap is 0.1177 Ha. Its total energy is -35915.55791 eV. Its total charge is +2. For the molar mass, the calculation gives 275.0 g mol⁻¹.

Atomic partial charges in e from the natural (NBO) method, atoms 1 to 2: atom 1 (Sn): 1.513, atom 2 (C): -0.785

---

Record 2
The following is a DFT calculation (ωB97M-V with the def2-TZVPD basis set) of 3 unconnected molecules or ions with the total composition C2H5F3NO3P.

```
15
Properties=species:S:1:pos:R:3
C -1.60867 1.13801 -0.50061
C -0.32480 -0.31234 0.71996
N -0.81015 -1.58073 0.76447
O 0.70683 -0.62285 -1.82208
O 2.12411 -0.89831 0.34231
O 1.52857 1.35235 -0.70184
F -0.36980 0.31668 1.88968
F 3.80660 -1.25754 -0.09685
F 1.66351 2.11671 0.45129
P 1.13076 -0.18531 -0.50877
H -1.66630 0.21411 -1.03236
H -2.54280 1.49978 -0.07661
H -0.92187 1.86482 -0.71900
H -1.55002 -1.70282 1.41885
H -1.16597 -1.94254 -0.12844
```

The value obtained for the energy above the lowest of the compared OMol25 structures with the same formula, charge and spin is 5.6325 eV. The value obtained for the HOMO energy (spin up / spin down) is -10.10 / -10.59 eV. Its HOMO-LUMO gap (spin up / spin down) is 0.2585 / 0.3423 Ha. Its total energy is -27220.49028 eV. For the molar mass, the calculation gives 179.0 g mol⁻¹.

Atomic partial charges in e from the natural (NBO) method, atoms 1 to 2: atom 1 (C): -0.407, atom 2 (C): 0.412

---

Record 3
The following is a DFT calculation (ωB97M-V with the def2-TZVPD basis set) of a molecular structure, C41H47As2FeS4.

```
95
Properties=species:S:1:pos:R:3
Fe 0.69469 -0.28328 -0.33666
C 1.69467 -2.10025 -3.21050
C 1.34401 -0.75072 -3.82551
S 1.27594 0.64407 -2.66838
C 3.01343 1.15047 -2.55476
C 3.95474 0.25337 -1.75881
S 3.30663 -0.06326 -0.09392
C 3.92229 -1.71247 0.30593
C 3.15051 -2.19053 1.53229
S 1.34314 -2.25451 1.35259
C 1.09121 -3.82642 0.49103
C 1.39954 -3.83026 -1.00014
S 0.58984 -2.43156 -1.81814
H 2.72657 -2.13143 -2.86320
H 1.56117 -2.88360 -3.95670
H 0.35876 -0.78733 -4.29200
H 2.05977 -0.49671 -4.60761
H 2.98391 2.14679 -2.11450
H 3.38740 1.26670 -3.57281
H 4.91591 0.75914 -1.66481
H 4.12654 -0.70206 -2.25264
H 4.98537 -1.66021 0.54075
H 3.78889 -2.37379 -0.54816
H 3.33173 -1.52089 2.37478
H 3.48474 -3.18391 1.83147
H 0.04112 -4.06203 0.65984
H 1.68590 -4.58521 1.00049
H 1.02189 -4.75470 -1.43671
H 2.46783 -3.77555 -1.20139
C -1.42183 2.61470 1.16640
C -0.31615 3.47195 0.57094
As 1.30975 2.37909 0.52436
C 1.58479 2.20701 2.43333
C 1.40487 0.97740 3.05464
C 1.52612 0.85579 4.43327
C 1.82866 1.97182 5.19793
C 1.99879 3.20770 4.58555
C 1.87534 3.32742 3.20991
C 2.71189 3.59819 -0.00330
C 2.49348 4.44501 -1.08934
C 3.49251 5.31138 -1.50834
C 4.71464 5.32978 -0.84938
C 4.93805 4.47922 0.22444
C 3.94069 3.61170 0.64964
As -1.59455 0.86295 0.29940
C -3.16329 0.16960 1.17719
C -4.34518 -0.05037 0.48312
C -5.46285 -0.51057 1.16718
C -5.40079 -0.74005 2.53310
C -4.21779 -0.51370 3.22624
C -3.09767 -0.06058 2.54937
C -2.22177 1.29903 -1.47804
C -2.85361 2.50211 -1.77289
C -3.32068 2.74601 -3.05760
C -3.17717 1.78416 -4.04723
C -2.56855 0.57150 -3.75285
C -2.08753 0.33441 -2.47399
H -2.40516 3.08194 1.10236
H -1.23023 2.41466 2.22239
H -0.11744 4.35386 1.18066
H -0.56353 3.79788 -0.44011
H 1.14367 0.10306 2.46847
H 1.37985 -0.10663 4.90686
H 1.92792 1.88308 6.27131
H 2.22621 4.08109 5.18196
H 2.01442 4.29725 2.74604
H 1.54217 4.44242 -1.61171
H 3.31518 5.97541 -2.34374
H 5.49101 6.01105 -1.17021
H 5.88890 4.49626 0.74032
H 4.12500 2.95244 1.48915
H -4.40218 0.12110 -0.58442
H -6.38439 -0.68578 0.62852
H -6.27645 -1.09238 3.06133
H -4.17048 -0.68918 4.29272
H -2.17448 0.10631 3.09676
H -2.99826 3.25654 -1.00970
H -3.80818 3.68521 -3.28199
H -3.55279 1.97433 -5.04353
H -2.48388 -0.19163 -4.51618
H -1.64047 -0.63000 -2.24614
C -1.98948 -2.67287 0.62582
C -2.73964 -3.80769 0.29404
C -3.37670 -4.57990 1.29767
C -4.10620 -5.70029 0.96590
C -4.22663 -6.09256 -0.36672
C -3.61204 -5.34722 -1.37193
C -2.88227 -4.22271 -1.05415
H -1.87667 -2.34892 1.65046
H -1.50248 -2.10029 -0.15574
H -3.28735 -4.27201 2.33255
H -4.59132 -6.27773 1.74140
H -4.80076 -6.97265 -0.62171
H -3.71567 -5.65125 -2.40524
H -2.41752 -3.63473 -1.83830
```

Its spin multiplicity is 6. The value obtained for the energy above the lowest of the compared OMol25 structures with the same formula, charge and spin is 0.0000 eV. The value obtained for the HOMO energy (spin up / spin down) is -11.50 / -13.41 eV. Its HOMO-LUMO gap (spin up / spin down) is 0.2716 / 0.2842 Ha. The expectation value of S² is 8.80. Its total energy is -242671.91080 eV. Its total charge is +2. For the molar mass, the calculation gives 873.8 g mol⁻¹.

Atomic partial charges in e from the Löwdin method, atoms 1 to 2: atom 1 (Fe): 0.111, atom 2 (C): -0.462

---

Record 4
The following is a DFT calculation (ωB97M-V with the def2-TZVPD basis set) of a molecular structure, C4H6N4.

```
14
Properties=species:S:1:pos:R:3
C 1.01551 1.45848 -0.31049
C -0.25414 -1.02054 -0.02115
C -0.41725 -0.15938 1.12912
C -1.24708 -0.22643 -0.96442
H -0.00483 1.43313 -1.27276
H 1.74487 2.28978 -0.14495
H 1.42122 -1.50616 0.97658
H -0.56654 -2.03183 -0.13879
H 0.24890 -0.72039 2.04006
H -1.50473 -0.29394 -1.99386
N 1.73835 0.39765 0.10835
N 1.04832 -0.92905 -0.28738
N -1.28152 0.72719 1.09845
N -1.94108 0.58150 -0.21876
```

The value obtained for the energy above the lowest of the compared OMol25 structures with the same formula, charge and spin is 9.6383 eV. The value obtained for the HOMO energy is -9.65 eV. Its HOMO-LUMO gap is 0.3563 Ha. Its total energy is -10196.30138 eV. For the molar mass, the calculation gives 110.1 g mol⁻¹.

Atomic partial charges in e from the natural (NBO) method, atoms 1 to 2: atom 1 (C): -0.154, atom 2 (C): -0.267

---

Record 5
The following is a DFT calculation (ωB97M-V with the def2-TZVPD basis set) of a molecular structure, C18H10BrN4O4Pt.

```
38
Properties=species:S:1:pos:R:3
Pt -0.26772 0.11889 0.44845
O 3.26295 0.01910 6.46532
N 4.02619 -0.00896 5.52886
O 5.22192 0.03038 5.55385
C 3.39097 -0.03611 4.16122
C 4.23988 -0.05170 3.10937
C 3.75359 -0.06149 1.76423
C 4.53401 -0.09420 0.58785
C 3.90702 -0.09496 -0.64076
C 2.51239 -0.05880 -0.72092
N 1.77502 -0.03264 0.38617
C 2.37626 -0.03158 1.59616
C 1.49753 -0.01766 2.69603
N 0.17275 -0.01808 2.38446
C -0.76648 -0.02136 3.33060
C -0.38247 -0.06506 4.66305
C 0.95170 -0.06785 5.02168
C 1.95245 -0.03398 4.02040
H 5.30388 -0.04956 3.31750
H 5.61604 -0.11911 0.64610
H 4.47881 -0.12099 -1.55864
H 1.99695 -0.05133 -1.67511
H -1.80395 0.00413 3.02359
H -1.15666 -0.08812 5.41899
H 1.23571 -0.09293 6.06426
Br -1.96922 -2.32037 -0.07748
C -2.96446 -0.71813 -0.25935
C -4.29338 -0.55570 -0.59158
C -4.76414 0.75224 -0.67620
C -3.92899 1.86115 -0.45416
C -2.62447 1.61541 -0.13032
N -2.18585 0.33131 -0.03031
C -1.52719 2.60821 0.12635
O -1.56348 3.77267 0.05116
O -0.29963 2.02998 0.48135
H -4.93927 -1.40293 -0.78350
H -5.80512 0.91668 -0.93107
H -4.29524 2.87676 -0.54720
```

The value obtained for the energy above the lowest of the compared OMol25 structures with the same formula, charge and spin is 0.0000 eV. The value obtained for the HOMO energy is -19.36 eV. Its HOMO-LUMO gap is 0.1990 Ha. Its total energy is -106233.53922 eV. Its total charge is +3. For the molar mass, the calculation gives 621.3 g mol⁻¹.

Atomic partial charges in e from the natural (NBO) method, atoms 1 to 2: atom 1 (Pt): 1.500, atom 2 (O): -0.341